# 1
The following is a DFT calculation (wB97M-V/def2-TZVPD) of a single C6H7NO molecule in a non-equilibrium geometry.

```
! wB97M-V def2-TZVPD RIJCOSX def2/J DEFGRID3
* xyz 0 1
C 2.347 -0.258 0.090
C 1.877 0.968 -0.116
C 0.268 0.674 -0.050
C 0.242 -0.552 0.105
O 1.479 -1.334 0.000
C -1.192 -1.244 0.038
N -1.918 -0.084 -0.242
C -1.119 1.107 0.208
H 3.475 -0.465 -0.349
H 2.328 1.874 -0.251
H -1.541 -1.585 1.129
H -1.370 -2.100 -0.631
H -2.387 -0.092 -0.994
H -1.243 2.038 -0.308
H -1.246 1.053 1.370
*
```

The SMILES is c1cc2c(o1)CNC2. As for the HOMO energy: -8.68 eV. The value obtained for the HOMO-LUMO gap is 9.7 eV. Its LUMO energy is 0.036 Ha. The relative energy (zero: lowest compared OMol25 entry of this formula, charge and spin) comes out at 103.47 kcal/mol.

# 2
The following is a DFT calculation (wB97M-V/def2-TZVPD) of 2 unconnected molecules or ions with the total composition CH4NO2 in a non-equilibrium geometry.

```
! wB97M-V def2-TZVPD RIJCOSX def2/J DEFGRID3
* xyz -1 1
O -1.289 -1.472 -1.116
H -1.819 -0.857 -1.637
C 0.449 0.845 -0.104
N 1.111 0.283 1.108
O -0.152 1.893 -0.332
H -0.634 -0.776 -0.806
H 0.808 0.712 1.971
H 1.528 -0.627 0.917
*
```

As for the HOMO energy: -1.28 eV. The value obtained for the HOMO-LUMO gap is 6.1 eV. Its LUMO energy is 0.177 Ha. The relative energy (zero: lowest compared OMol25 entry of this formula, charge and spin) comes out at 57.92 kcal/mol.

# 3
The following is a DFT calculation (wB97M-V/def2-TZVPD) of 3 unconnected molecules or ions with the total composition C20H34I2NO7 in a non-equilibrium geometry.

```
! wB97M-V def2-TZVPD RIJCOSX def2/J DEFGRID3
* xyz 1 1
C -3.296 4.207 2.020
C -3.446 4.137 0.426
I -4.942 5.562 -0.277
C -2.040 4.404 -0.317
I -1.857 6.328 -1.294
C -1.836 3.232 -1.331
C -2.918 2.846 -2.258
C -2.653 1.710 -3.143
C -1.344 1.042 -3.063
N -0.342 1.435 -2.231
C 1.008 0.824 -2.140
C 1.303 -0.301 -3.200
C 1.397 0.199 -4.698
C 0.468 -0.568 -5.723
O 0.163 -1.928 -5.366
C -0.588 2.510 -1.378
H -2.225 4.374 2.319
H -3.621 3.242 2.502
H -3.965 5.030 2.380
H -3.874 3.124 0.203
H -1.232 4.335 0.458
H -3.899 3.378 -2.299
H -3.400 1.335 -3.880
H -1.207 0.170 -3.738
H 1.798 1.610 -2.240
H 1.126 0.363 -1.118
H 0.574 -1.131 -3.019
H 2.316 -0.722 -2.940
H 2.461 0.169 -5.060
H 1.101 1.289 -4.696
H 0.909 -0.608 -6.758
H -0.497 0.011 -5.829
H -0.578 -1.858 -4.736
H 0.230 2.828 -0.685
C 4.945 -4.993 0.782
C 3.854 -6.021 0.554
O 2.651 -5.404 0.071
C 2.660 -5.063 -1.221
O 3.562 -5.236 -1.998
O 1.486 -4.474 -1.503
C 1.400 -3.974 -2.836
H 4.588 -4.193 1.434
H 5.822 -5.456 1.236
H 5.251 -4.527 -0.156
H 3.598 -6.494 1.503
H 4.180 -6.811 -0.124
H 1.632 -4.748 -3.567
H 2.068 -3.121 -2.956
H 0.376 -3.641 -3.003
C -0.510 -1.541 5.603
C 0.205 -0.456 4.823
O -0.663 0.657 4.563
C -0.868 1.478 5.602
O -0.388 1.370 6.698
O -1.721 2.437 5.211
C -2.102 3.333 6.259
H -1.433 -1.833 5.097
H 0.127 -2.419 5.715
H -0.790 -1.192 6.598
H 0.504 -0.848 3.849
H 1.113 -0.126 5.331
H -1.229 3.763 6.749
H -2.731 2.813 6.982
H -2.680 4.139 5.810
*
```

As for the HOMO energy: -11.38 eV. The value obtained for the HOMO-LUMO gap is 6.8 eV. Its LUMO energy is -0.167 Ha. The relative energy (zero: lowest compared OMol25 entry of this formula, charge and spin) comes out at 30.71 kcal/mol.

# 4
The following is a DFT calculation (wB97M-V/def2-TZVPD) of a molecular structure, C6H10O in a non-equilibrium geometry.

```
! wB97M-V def2-TZVPD RIJCOSX def2/J DEFGRID3
* xyz 0 1
C 1.788 0.520 -0.750
C 0.434 0.106 0.145
C 0.170 -1.385 0.387
C -1.328 -1.150 0.046
C -0.975 0.272 -0.529
C -1.132 1.372 0.537
O 0.189 1.083 1.120
H 2.514 0.357 0.029
H 2.055 -0.107 -1.630
H 1.837 1.583 -1.068
H 0.678 -1.989 -0.373
H 0.443 -1.747 1.381
H -1.950 -1.128 0.962
H -1.792 -1.885 -0.624
H 0.163 0.448 -1.124
H -1.924 1.234 1.298
H -1.171 2.414 0.193
*
```

As for the HOMO energy: -8.02 eV. The value obtained for the HOMO-LUMO gap is 9.0 eV. Its LUMO energy is 0.037 Ha. The relative energy (zero: lowest compared OMol25 entry of this formula, charge and spin) comes out at 125.37 kcal/mol.

# 5
The following is a DFT calculation (wB97M-V/def2-TZVPD) of a molecular structure, C6H8N in a non-equilibrium geometry.

```
! wB97M-V def2-TZVPD RIJCOSX def2/J DEFGRID3
* xyz 1 1
C -2.021 0.406 -0.020
C -1.685 -0.901 -0.210
C 1.656 0.327 0.107
C -0.683 0.824 0.579
C 0.438 1.113 -0.390
C -0.353 -0.635 0.242
N 1.058 -1.040 0.079
H -2.860 1.094 0.009
H -2.115 -1.529 -0.954
H 2.530 0.335 -0.637
H 1.844 0.648 1.048
H -0.637 1.144 1.606
H 0.229 1.068 -1.429
H 1.257 -1.214 -0.849
H 1.341 -1.640 0.818
*
```

As for the HOMO energy (spin up / spin down): -12.78 / -12.85 eV. The value obtained for the HOMO-LUMO gap (spin up / spin down) is 8.0 / 8.0 eV. Its LUMO energy (spin up / spin down) is -0.175 / -0.180 Ha. The relative energy (zero: lowest compared OMol25 entry of this formula, charge and spin) comes out at 163.61 kcal/mol.

# 6
The following is a DFT calculation (wB97M-V/def2-TZVPD) of a molecular structure, C13H19Cl2NPt in a non-equilibrium geometry.

```
! wB97M-V def2-TZVPD RIJCOSX def2/J DEFGRID3
* xyz 0 5
Pt -0.700 1.264 0.674
Cl -0.407 3.270 -0.416
Cl -0.313 2.177 2.793
C 2.723 -0.784 -2.181
H 2.799 -1.499 -1.355
H 3.290 0.116 -2.061
C -0.861 0.315 -0.986
C 1.757 -0.906 -3.107
H -0.341 -0.674 -1.068
C 1.500 0.104 -4.208
H 1.036 -1.749 -3.019
C 1.038 1.443 -3.622
H 2.401 0.210 -4.828
H 0.704 -0.309 -4.830
C -0.488 1.465 -3.548
H 1.503 1.627 -2.653
H 1.390 2.184 -4.329
C -1.275 0.810 -2.302
H -0.774 2.520 -3.564
H -0.846 0.981 -4.494
H -1.912 1.626 -1.923
H -1.809 -0.023 -2.795
N -0.902 -0.628 1.518
C -0.790 -0.856 2.969
C 0.409 -1.309 3.502
C 0.499 -1.494 4.886
C -0.600 -1.188 5.704
C -1.794 -0.706 5.142
C -1.881 -0.524 3.763
H -0.266 -1.272 1.036
H -1.837 -0.945 1.256
H 1.266 -1.508 2.847
H 1.419 -1.875 5.338
H -0.515 -1.293 6.788
H -2.655 -0.476 5.777
H -2.769 -0.093 3.298
*
```

As for the HOMO energy (spin up / spin down): -6.06 / -9.39 eV. The value obtained for the HOMO-LUMO gap (spin up / spin down) is 6.4 / 6.0 eV. Its LUMO energy (spin up / spin down) is 0.011 / -0.124 Ha.

# 7
The following is a DFT calculation (wB97M-V/def2-TZVPD) of a single C3H4O2 molecule.

```
! wB97M-V def2-TZVPD RIJCOSX def2/J DEFGRID3
* xyz 0 1
C 1.095 -0.333 0.256
C -0.071 0.600 0.067
O -0.038 1.796 0.259
C -1.406 0.001 -0.395
O -1.573 -1.179 -0.578
H 1.453 -0.259 1.287
H 1.917 -0.024 -0.397
H 0.822 -1.366 0.030
H -2.199 0.763 -0.530
*
```

The SMILES is CC(=O)C=O. As for the HOMO energy: -9.95 eV. The value obtained for the HOMO-LUMO gap is 9.4 eV. Its LUMO energy is -0.021 Ha. The relative energy (zero: lowest compared OMol25 entry of this formula, charge and spin) comes out at 16.21 kcal/mol.

Number 1: molecular weight 109.13 g mol⁻¹. Number 2: molecular weight 62.05 g mol⁻¹. Number 3: molecular weight 654.30 g mol⁻¹. Number 4: molecular weight 98.14 g mol⁻¹. Number 5: molecular weight 94.14 g mol⁻¹. Number 6: molecular weight 455.29 g mol⁻¹. Number 7: molecular weight 72.06 g mol⁻¹.